Entry 1:
Density functional theory data (wB97M-V/def2-TZVPD) for a 3-piece molecular cluster, C15H38N2O8S overall.

Structure (XYZ):
```
64
Properties=species:S:1:pos:R:3:forces:R:3:mulliken_charge:R:1
S 8.845701 4.092009 3.379412 1.006 0.628 -2.317 0.645
O -4.849527 -5.037630 -4.232954 0.266 -0.187 0.107 -0.342
O -0.465158 0.006543 -0.718298 -0.244 0.021 0.191 -0.355
O 9.407664 4.445980 2.058546 -1.172 -0.512 2.284 -0.508
O 6.533387 1.203848 3.086929 -0.013 -0.024 -0.507 -0.578
O 9.104288 2.444014 3.457907 -0.676 0.996 -0.384 -0.445
O 7.206918 4.349420 3.183082 1.311 -1.379 0.094 -0.290
O 2.615460 2.469740 1.536778 -0.075 -0.145 -0.295 -0.345
O -4.484432 -1.206435 -1.811433 -0.194 -0.124 -0.103 -0.377
N -0.211428 2.830241 0.223795 0.138 0.069 -0.203 -0.325
N -4.810051 -4.291296 -1.339595 -0.240 0.052 -0.007 -0.325
C -1.258314 -0.426332 0.373320 0.124 -0.063 -0.082 -0.428
C 5.131101 3.195401 3.701569 0.198 -0.345 -0.463 -0.408
C -5.571677 -5.704798 -3.202714 -0.424 0.212 -0.054 -0.796
C 2.378352 1.121104 1.158696 0.040 0.036 0.308 -0.593
C -3.481558 -5.401636 -4.296724 -0.135 0.160 -0.099 -0.709
C -0.993834 1.146027 -1.389077 0.317 0.073 -0.313 -0.843
C -5.080762 -3.176396 -0.433973 0.239 -0.031 -0.127 -0.677
C -5.972320 -4.730899 -2.106474 0.371 -0.030 -0.043 -0.198
C 0.783524 3.838537 0.583135 -0.097 -0.195 0.191 -0.868
C -0.114412 2.364070 -1.156864 -0.145 -0.152 0.304 -0.092
C 6.431634 3.802400 4.262460 -1.368 0.704 0.373 -0.526
C -5.501136 -1.840186 -1.052363 0.019 0.089 0.380 -0.572
C 2.258009 3.427767 0.552191 0.036 0.419 0.129 -0.471
C -4.392819 -1.632963 -3.161250 0.277 0.219 0.079 -0.609
C 5.286504 1.847183 2.930964 -0.316 0.232 -0.126 -0.023
H 4.469751 1.155548 3.191137 0.140 0.279 0.143 0.099
H -6.484639 -3.887261 -2.583922 -0.176 -0.080 -0.071 0.177
H -5.717287 -1.158275 -0.225087 0.021 0.006 -0.007 0.357
H -6.427603 -1.915979 -1.631400 0.054 -0.087 -0.136 0.402
H 7.006418 3.130623 4.916449 -0.058 -0.018 -0.367 0.399
H 2.844583 4.321221 0.785836 0.000 -0.011 0.016 0.375
H 0.645847 4.712830 -0.060399 0.040 -0.032 -0.061 0.447
H 1.386269 0.797762 1.481154 -0.048 -0.100 -0.169 0.120
H -5.363416 -1.920749 -3.571152 -0.002 -0.089 0.046 0.329
H 0.551367 4.158780 1.602201 0.072 0.060 -0.008 0.382
H -4.004443 -0.799526 -3.748555 -0.033 0.030 0.060 0.291
H 2.584804 3.103218 -0.441209 -0.074 -0.150 -0.003 0.359
H 4.363904 3.085194 4.481751 0.448 0.111 0.043 0.364
H 2.493389 0.967189 0.083720 -0.089 0.041 -0.016 0.316
H -6.678839 -5.223275 -1.431747 -0.001 0.028 0.017 0.385
H -0.100379 2.039954 0.844058 -0.048 -0.029 0.010 0.077
H -5.008832 -6.549878 -2.797145 0.111 0.086 0.038 0.405
H -3.682862 -2.457126 -3.259874 -0.105 -0.113 -0.135 0.179
H -0.432401 3.167856 -1.827451 0.023 0.020 0.015 0.387
H -2.300599 -0.563439 0.071463 -0.026 0.039 0.034 0.087
H -3.064223 -4.968566 -5.204991 -0.069 0.023 0.004 0.237
H -0.866557 -1.385335 0.711699 0.059 0.025 -0.057 0.244
H -2.924525 -5.008213 -3.440751 0.094 -0.135 0.035 0.295
H 0.913399 2.085347 -1.418291 -0.004 -0.023 -0.203 0.166
H -0.987345 0.914041 -2.457677 -0.033 0.015 -0.013 0.377
H -6.481455 -6.101363 -3.661677 -0.003 -0.030 0.016 0.392
H 6.128752 4.655910 4.894187 0.189 -0.292 -0.091 0.332
H 5.172821 2.040286 1.858816 0.200 -0.074 0.235 0.166
H 3.105670 0.493874 1.674068 0.037 0.045 -0.025 0.343
H -2.029528 1.341002 -1.098556 0.033 -0.004 0.127 0.361
H -1.204008 0.280767 1.207574 -0.154 -0.003 0.049 0.280
H 9.233564 2.242215 4.388642 0.116 -0.124 0.331 0.354
H 6.787193 1.174891 4.003465 -0.021 -0.081 0.474 0.343
H -4.161956 -3.003285 0.132650 -0.044 0.064 0.044 0.366
H -3.363855 -6.487584 -4.344410 0.048 -0.009 0.056 0.340
H -5.841805 -3.487658 0.288272 -0.058 0.009 -0.048 0.397
H -4.082467 -4.008523 -1.981787 0.035 -0.030 -0.019 0.061
H 4.726178 3.921812 2.981876 0.083 -0.089 0.320 0.066
```
Forces are in eV/Å.

Computed properties:
net charge = 0
lowest unoccupied orbital energy = 0.3 eV
max |F| = 2.6 eV/A
Kohn-Sham gap = 9.06 eV

Entry 2:
Density functional theory data (wB97M-V/def2-TZVPD) for one molecule with the formula C2H5NO4.

Structure (XYZ):
```
12
Properties=species:S:1:pos:R:3:forces:R:3:mulliken_charge:R:1
O -0.606617 1.647004 -0.015054 0.127 0.039 -0.373 -0.453
O 2.110849 0.766123 -0.483431 0.139 0.241 0.327 -0.526
O -2.267150 -0.611829 0.417584 0.590 -0.600 0.061 -0.451
O 1.509114 -1.062301 0.780492 -0.122 -0.491 -0.493 -0.455
N -1.099041 -0.618089 -0.462860 0.815 -1.160 0.096 -0.208
C -0.210685 0.353197 -0.084912 1.297 -0.589 -0.344 0.471
C 1.098477 -0.080188 -0.096424 -0.624 1.972 0.906 -0.078
H -0.374460 -1.444572 -0.458728 -2.537 0.635 0.360 0.336
H -1.571975 1.650464 0.069966 0.116 -0.039 -0.209 0.373
H 2.416862 -1.305079 0.563585 -0.077 -0.070 -0.230 0.339
H 1.977158 1.636158 -0.082485 0.100 -0.019 -0.038 0.316
H -2.982533 -0.930889 -0.147735 0.176 0.080 -0.064 0.335
```
Forces are in eV/Å.

Computed properties:
net charge = 0
lowest unoccupied orbital energy = 0.5 eV
max |F| = 2.6 eV/A
Kohn-Sham gap = 7.93 eV
structure (SMILES) = ONC(O)=C(O)O

Entry 3:
Density functional theory data (wB97M-V/def2-TZVPD) for one molecule with the formula C4H6OS3.

Structure (XYZ):
```
14
Properties=species:S:1:pos:R:3:forces:R:3:mulliken_charge:R:1
S 2.019107 1.536858 -0.209467 -0.098 -0.220 -0.099 -0.242
S -3.465615 0.355540 0.795024 0.474 -0.198 -0.640 -0.253
S 0.840612 -1.237928 -0.183682 -0.795 -0.461 -0.005 0.000
O -1.350957 0.327308 -0.731490 0.762 1.227 0.025 -0.188
C -2.381828 -0.301000 -0.223612 -0.944 0.777 1.385 -0.035
C -0.331847 -0.436703 -1.313272 1.725 0.496 -0.647 -0.620
C 2.982219 -0.647255 1.205181 0.486 -0.749 -0.630 -1.097
C 1.982989 -0.018789 0.241176 0.366 0.199 0.677 0.406
H 3.903042 -0.086003 1.152378 0.265 0.248 -0.108 0.357
H -0.758994 -1.242815 -1.900655 0.083 -0.075 -0.304 0.419
H 0.369886 0.240561 -1.895180 -1.392 -0.578 0.390 0.341
H 3.237996 -1.704988 0.842073 -0.582 1.281 1.018 0.319
H -2.416508 -1.318795 -0.494883 -0.221 -1.424 -0.380 0.305
H 2.657363 -0.555461 2.261336 -0.131 -0.522 -0.683 0.288
```
Forces are in eV/Å.

Computed properties:
net charge = 0
lowest unoccupied orbital energy = -0.4 eV
max |F| = 1.9 eV/A
Kohn-Sham gap = 8.61 eV
structure (SMILES) = CC(=S)SCOC=S

Entry 4:
Density functional theory data (wB97M-V/def2-TZVPD) for one molecule with the formula C16H24N2O4.

Structure (XYZ):
```
46
Properties=species:S:1:pos:R:3:forces:R:3:mulliken_charge:R:1
O 2.515773 0.729761 -2.165327 0.283 -0.017 0.303 -0.668
O 0.926714 0.635526 0.778325 -0.102 0.079 0.217 -0.644
O 3.090415 -2.082832 1.618746 0.044 0.076 0.033 -0.641
O 4.089904 1.149948 -0.673960 0.236 0.353 -0.041 -0.371
N 0.015559 -0.059072 -1.177251 -0.024 0.053 -0.376 0.579
N 0.507177 -1.320035 -1.314287 -0.464 -0.521 -0.197 -1.152
C -1.996288 2.020710 -0.495415 0.124 -0.117 0.297 -0.520
C 2.018016 -3.116378 -1.202381 -0.133 -0.016 -0.158 -1.353
C -4.259337 -1.932089 0.947269 0.135 0.053 -0.222 -1.284
C 4.466501 -0.224108 1.193143 0.017 0.173 -0.119 -0.663
C -0.473671 2.174017 -0.440960 -0.023 0.068 -0.064 -1.410
C 1.666490 -1.679118 -0.933903 0.186 0.243 0.448 -0.319
C 5.821390 1.859450 0.775001 -0.216 -0.055 -0.187 -1.314
C -2.538623 1.365904 0.773488 -0.256 0.132 -0.172 -0.212
C 2.739219 -0.820356 -0.388930 0.298 -0.080 0.074 0.408
C -4.576716 0.242950 -0.341705 0.136 -0.022 0.057 -0.677
C 4.760543 0.863339 0.446792 0.133 -0.503 0.669 0.471
C -3.974792 -1.163433 -0.337627 -0.214 0.093 0.060 0.029
C 0.246205 0.859610 -0.204814 -0.170 0.263 0.153 0.824
C 3.060333 0.367057 -1.147454 -0.352 -0.303 -0.395 0.588
C 3.403451 -1.077532 0.784264 -0.305 0.221 -0.784 1.514
C -4.055345 1.175362 0.755546 0.091 -0.102 -0.082 -0.957
H -4.398918 0.697672 -1.318698 -0.082 0.029 -0.048 0.306
H 2.575224 -3.158340 -2.138659 0.115 -0.055 -0.026 0.289
H -2.445643 3.009534 -0.614168 -0.033 -0.019 -0.095 0.374
H -2.047699 0.403187 0.922683 0.070 -0.063 0.081 0.135
H -3.757543 -1.474103 1.795585 0.025 0.012 0.161 0.290
H -3.905926 -2.957050 0.858786 0.011 -0.098 0.080 0.406
H -4.531722 2.150938 0.626770 -0.046 0.027 0.094 0.354
H -2.277524 1.992876 1.629333 0.090 -0.038 0.040 0.335
H -2.279606 1.427905 -1.366675 -0.082 0.041 -0.094 0.268
H 6.380796 1.547493 1.650469 0.025 -0.021 0.047 0.353
H -0.661827 0.150627 -1.897055 0.142 -0.006 0.230 0.295
H 6.495522 1.972849 -0.072014 0.070 0.003 -0.033 0.339
H 1.112532 -3.704571 -1.318282 -0.022 -0.062 0.013 0.407
H 4.983622 -0.444019 2.109640 0.147 0.080 0.107 0.367
H -4.399326 -1.715088 -1.180407 0.096 -0.001 -0.036 0.365
H -2.896366 -1.111471 -0.496224 0.083 -0.033 -0.095 -0.053
H 2.242626 -2.473681 1.368905 0.041 0.075 -0.017 0.403
H -0.102560 2.599573 -1.376038 0.043 0.064 0.020 0.329
H -0.198062 2.840459 0.377888 0.056 -0.083 -0.049 0.419
H -5.660000 0.157501 -0.222054 -0.046 0.017 -0.088 0.409
H 5.364864 2.829902 0.963125 -0.013 0.074 0.025 0.306
H 2.649535 -3.545929 -0.428753 0.072 -0.053 0.032 0.394
H -4.366663 0.789469 1.727764 -0.065 0.060 0.057 0.381
H -5.328276 -1.954396 1.149505 -0.121 -0.022 0.077 0.305
```
Forces are in eV/Å.

Computed properties:
net charge = 0
lowest unoccupied orbital energy = 0.6 eV
max |F| = 0.9 eV/A
Kohn-Sham gap = 8.93 eV
structure (SMILES) = CCCCCCCC(=O)N/N=C(/C)c1c(O)cc(C)oc1=O

Which value of lowest unoccupied orbital energy does entry 2 give?
0.5 eV

Among the records above, which one has the highest lowest unoccupied orbital energy?
C16H24N2O4

Look up the net charge of the second one.
0